No. 1
The following is a quantum chemistry calculation of a structure of composition C42H58F6I2N6O4PTeTl, from the OMol25 dataset.

```
! wB97M-V def2-TZVPD RIJCOSX def2/J DEFGRID3
* xyz -2 1
Tl 0.23 0.61 0.00
I -2.35 3.10 1.29
C -2.18 4.97 0.17
I -3.89 6.10 -0.12
H -1.96 4.65 -0.80
H -1.37 5.63 0.66
O -3.77 -4.74 2.23
C -4.85 -4.27 1.57
O -5.85 -4.91 1.53
C -4.69 -2.94 0.86
C -3.52 -2.24 0.74
C -3.37 -1.15 -0.01
C -4.49 -0.74 -0.78
C -5.72 -1.41 -0.66
C -5.83 -2.52 0.18
N -4.31 0.45 -1.60
C -3.26 0.61 -2.24
C -2.88 1.78 -3.00
C -1.82 1.61 -3.85
C -1.37 2.69 -4.60
C -1.88 3.96 -4.35
C -2.89 4.06 -3.41
N -3.46 2.97 -2.79
H -3.12 -4.03 2.37
H -2.75 -2.59 1.42
H -2.43 -0.62 -0.02
H -6.58 -1.08 -1.26
H -6.76 -3.17 0.22
H -2.41 -0.16 -2.22
H -1.32 0.63 -3.98
H -0.55 2.47 -5.25
H -1.35 4.87 -4.76
H -3.32 5.00 -3.06
O 3.87 -1.96 0.61
H 4.49 -1.31 0.21
H 3.12 -1.89 -0.06
C 4.61 2.05 -5.71
C 3.67 3.18 -5.37
C 2.93 3.16 -4.23
C 2.13 4.22 -3.81
C 1.65 4.19 -2.38
C 1.89 5.33 -4.61
Te 0.42 6.92 -4.17
C 2.66 5.42 -5.80
C 2.61 6.64 -6.73
C 3.54 4.38 -6.13
H 4.31 1.15 -5.20
H 5.62 2.42 -5.40
H 4.53 1.77 -6.77
H 3.08 2.30 -3.58
H 1.93 3.35 -1.75
H 0.54 4.19 -2.41
H 2.03 5.09 -1.88
H 3.00 7.58 -6.23
H 1.59 7.01 -6.93
H 3.23 6.40 -7.61
H 4.03 4.37 -7.13
N -0.61 -0.34 1.85
P -0.04 -1.27 2.90
N 0.21 -2.85 2.47
C 0.17 -3.23 1.06
C 1.26 -4.24 0.68
C 1.08 -5.52 1.45
C 0.27 -5.24 2.74
C 0.74 -3.92 3.31
N 1.32 -0.80 3.66
C 2.24 0.11 2.93
C 3.07 0.87 3.90
C 2.52 0.90 5.32
C 2.44 -0.55 5.87
C 2.08 -1.57 4.67
N -1.03 -1.48 4.31
C -1.14 -0.44 5.37
C -2.28 0.59 5.12
C -3.26 0.00 4.08
C -3.57 -1.47 4.38
C -2.32 -2.24 4.18
H 0.18 -2.29 0.50
H -0.68 -3.86 0.85
H 2.21 -3.71 0.77
H 1.22 -4.37 -0.42
H 2.02 -5.91 1.76
H 0.64 -6.28 0.82
H 0.51 -6.09 3.49
H -0.80 -5.21 2.63
H 1.84 -3.90 3.35
H 0.30 -3.73 4.28
H 1.51 0.80 2.50
H 2.76 -0.37 2.16
H 3.22 1.89 3.63
H 4.10 0.37 4.05
H 1.54 1.38 5.35
H 3.15 1.44 6.02
H 1.74 -0.59 6.71
H 3.42 -0.79 6.27
H 1.56 -2.49 4.95
H 3.06 -1.85 4.23
H -0.26 0.16 5.36
H -1.28 -1.00 6.30
H -1.84 1.51 4.69
H -2.80 0.78 6.10
H -2.71 0.02 3.19
H -4.13 0.74 4.05
H -4.31 -1.87 3.62
H -3.90 -1.53 5.42
H -2.22 -2.66 3.12
H -2.37 -3.16 4.77
C 1.79 0.01 -3.12
C 1.69 -1.40 -2.52
O 1.63 -1.42 -1.17
C 2.95 -2.30 -3.07
F 3.01 -2.37 -4.43
F 2.92 -3.53 -2.64
F 4.10 -1.66 -2.72
C 0.45 -2.06 -3.07
F 0.41 -2.29 -4.41
F -0.62 -1.27 -2.79
F 0.10 -3.21 -2.51
H 2.60 0.53 -2.65
H 0.93 0.63 -2.83
H 1.82 0.04 -4.26
*
```

Orbital gap = 5.283 eV
LUMO energy = 3.470 eV

No. 2
The following is a quantum chemistry calculation of the molecule C3H8N2OS, from the OMol25 dataset.

```
! wB97M-V def2-TZVPD RIJCOSX def2/J DEFGRID3
* xyz 0 1
N -0.91 1.46 0.84
C -0.19 0.27 0.46
C -1.07 -0.85 -0.15
S -0.09 -2.35 -0.20
C 0.88 0.62 -0.61
N 2.21 0.60 -0.17
O 0.56 1.05 -1.69
H -1.10 1.49 1.84
H -1.03 -3.21 -0.63
H -1.82 1.45 0.39
H 0.39 -0.19 1.27
H -1.43 -0.50 -1.12
H -1.91 -0.93 0.54
H 2.77 -0.25 -0.17
H 2.73 1.35 -0.60
*
```

Orbital gap = 10.050 eV
SMILES = NC(=O)[C@@H](N)CS
LUMO energy = 0.747 eV

No. 3
The following is a quantum chemistry calculation of a structure of composition C64H49I4N5OTeZn, from the OMol25 dataset.

```
! wB97M-V def2-TZVPD RIJCOSX def2/J DEFGRID3
* xyz -1 2
Zn -0.07 -0.29 0.30
I -2.15 4.59 8.68
C -1.67 3.55 6.94
C -1.32 4.25 5.79
C -1.00 3.54 4.64
C -1.01 2.15 4.61
C -1.37 1.47 5.78
C -1.70 2.16 6.94
C -0.68 1.39 3.38
C 0.55 1.59 2.78
C 1.59 2.50 3.27
C 2.54 2.55 2.32
C 2.13 1.62 1.27
C 2.94 1.26 0.17
C 3.81 2.28 -0.46
C 3.61 3.64 -0.19
C 4.34 4.64 -0.81
C 5.30 4.30 -1.74
I 6.38 5.81 -2.71
C 5.49 2.97 -2.08
C 4.75 1.99 -1.46
C 2.93 -0.10 -0.29
N 1.84 -0.89 -0.31
C 2.26 -2.17 -0.62
C 1.44 -3.26 -0.80
C 2.04 -4.52 -1.31
C 2.77 -4.56 -2.49
C 3.33 -5.74 -2.96
C 3.15 -6.90 -2.24
I 3.99 -8.69 -2.93
C 2.42 -6.91 -1.06
C 1.87 -5.72 -0.61
C 0.04 -3.27 -0.56
C -0.88 -4.27 -1.05
C -2.13 -3.84 -0.70
C -1.95 -2.61 0.02
N -0.63 -2.30 0.09
C -2.98 -1.89 0.65
C -2.77 -0.85 1.56
C -3.75 -0.29 2.45
C -3.08 0.55 3.28
C -1.70 0.55 2.85
N -1.55 -0.29 1.82
C -4.37 -2.26 0.29
C -4.79 -2.01 -1.02
C -6.08 -2.31 -1.42
C -6.96 -2.88 -0.50
I -8.91 -3.33 -1.10
C -6.56 -3.14 0.80
C -5.26 -2.83 1.19
C 3.70 -2.16 -0.75
C 4.11 -0.89 -0.58
N 0.96 1.05 1.60
H -1.31 5.33 5.79
H -0.76 4.09 3.74
H -1.39 0.39 5.77
H -1.97 1.62 7.84
H 1.59 3.00 4.22
H 3.47 3.09 2.36
H 2.81 3.95 0.47
H 4.11 5.68 -0.59
H 6.21 2.70 -2.85
H 4.88 0.98 -1.82
H 2.89 -3.64 -3.07
H 3.89 -5.74 -3.89
H 2.28 -7.82 -0.50
H 1.30 -5.71 0.31
H -0.62 -5.15 -1.60
H -3.07 -4.31 -0.92
H -4.81 -0.51 2.46
H -3.49 1.15 4.09
H -4.08 -1.56 -1.70
H -6.40 -2.10 -2.43
H -7.25 -3.60 1.50
H -4.94 -3.06 2.20
H 4.33 -3.03 -0.90
H 5.13 -0.54 -0.53
C -1.46 1.50 -3.38
C -1.21 0.78 -2.07
O -1.70 -0.35 -1.92
N -0.51 1.34 -1.07
Te 0.29 3.28 -1.01
C 1.38 5.14 -1.82
C 2.18 5.06 -2.96
C 2.22 3.84 -3.85
C 2.98 6.15 -3.31
C 3.04 7.29 -2.53
C 3.96 8.43 -2.89
C 2.26 7.34 -1.38
C 1.43 6.28 -1.01
C 0.63 6.41 0.27
C -1.61 4.20 -1.30
C -1.98 4.88 -2.47
C -1.11 4.98 -3.70
C -3.24 5.47 -2.54
C -4.15 5.40 -1.49
C -5.51 6.04 -1.58
C -3.77 4.70 -0.35
C -2.52 4.10 -0.24
C -2.20 3.36 1.03
H -1.80 0.77 -4.12
H -0.56 2.00 -3.74
H -2.23 2.26 -3.25
H 1.95 2.94 -3.31
H 3.22 3.71 -4.27
H 1.52 3.95 -4.69
H 3.59 6.08 -4.20
H 4.20 8.42 -3.96
H 4.90 8.36 -2.34
H 3.51 9.40 -2.65
H 2.30 8.23 -0.75
H 0.75 7.40 0.70
H 0.96 5.67 1.01
H -0.43 6.23 0.09
H -0.41 4.16 -3.77
H -0.53 5.90 -3.69
H -1.74 4.98 -4.59
H -3.52 5.99 -3.45
H -5.67 6.47 -2.57
H -5.61 6.84 -0.85
H -6.30 5.32 -1.39
H -4.47 4.61 0.47
H -3.02 3.44 1.75
H -1.29 3.74 1.50
H -2.03 2.30 0.83
*
```

Orbital gap (alpha / beta) = 5.265 / 5.228 eV
LUMO energy (alpha / beta) = 0.972 / 0.942 eV

Let's list maximum force in order: 3.74 2.15 0.83 eV/A.
Let's list E_tot in order: -115409.5039 -19103.4354 -164778.5362 eV.
Let's list energy above the lowest of the compared OMol25 structures with the same formula, charge and spin in order: 2.6172 1.0666 0.0000 eV.